A 2-piece molecular cluster, C5H11NO overall. Source: the OMol25 dataset; level of theory: the ωB97M-V functional and the def2-TZVPD basis.

Output
* HOMO-LUMO gap: 0.33897 Ha
* E_tot: -326.88363 a.u.
* E_LUMO: 0.0407 Eh

Positions of all 18 atoms, in Å:
C: 0.8359 0.3666 0.0698
C: -1.9744 1.5117 0.3681
C: -1.5828 -0.7519 -0.8577
C: 2.8661 -0.9949 0.4088
C: -1.3615 0.1559 0.2881
N: 1.4510 -0.8362 -0.2566
O: 1.3965 0.2565 -1.1412
H: 1.1189 1.1615 0.8740
H: -2.7949 1.7255 -0.3501
H: -1.0602 2.2470 0.2005
H: -2.4080 1.6845 1.4073
H: -1.4584 -0.2461 -1.7907
H: -2.5287 -1.2831 -0.9926
H: -0.8627 -1.6183 -1.0297
H: 2.7817 -1.9520 1.0118
H: 3.6358 -1.0115 -0.3185
H: 3.1508 -0.0658 0.8743
H: -1.2052 -0.3497 1.2345

Atoms 1-2, force components in eV/Å:
-4.6 1.2 2.8
1.0 1.8 0.8



A 2-piece molecular cluster, C5H11NO overall. Source: the OMol25 dataset; level of theory: the ωB97M-V functional and the def2-TZVPD basis.

Output
* structure (SMILES): C=CC/C=C/N.O
* HOMO-LUMO gap: 0.29449 Ha
* E_tot: -326.90818 a.u.
* E_LUMO: 0.0063 Eh

Positions of all 18 atoms, in Å:
C: 0.5866 1.2374 2.2286
C: 1.2453 0.1126 2.0096
C: 1.9733 -0.2827 0.7535
C: 1.3131 -0.9513 -0.3243
C: 0.0700 -1.4240 -0.2535
N: -1.0590 -0.5802 -0.9843
H: -0.0127 1.4585 3.2145
H: 0.9134 2.0829 1.6075
H: 1.4338 -0.4683 2.9649
H: 2.4687 0.6672 0.3799
H: 2.8174 -0.8331 1.1892
H: 1.8452 -0.6419 -1.3076
H: -0.3396 -2.3271 0.1752
H: -2.0052 -0.8925 -0.6077
H: -1.0970 -0.8913 -1.9693
O: -3.5075 1.2817 -3.4237
H: -3.0254 1.9473 -2.8660
H: -3.6207 0.5050 -2.7865

Atoms 1-2, force components in eV/Å:
-0.1 1.5 1.5
-0.3 -1.0 2.0



One molecule with the formula C5H11NO. Source: the OMol25 dataset; level of theory: the ωB97M-V functional and the def2-TZVPD basis.

Output
* structure (SMILES): C[C@@H](C=O)N(C)C
* HOMO-LUMO gap: 0.34525 Ha
* E_tot: -327.02435 a.u.
* E_LUMO: 0.0311 Eh

Positions of all 18 atoms, in Å:
C: -0.0521 1.7054 1.0412
C: -0.6044 0.7499 -0.0027
C: -0.2655 0.9958 -1.4327
O: -0.7408 1.9455 -2.0221
N: -0.0419 -0.6041 0.4649
C: 1.3938 -0.6795 0.0513
C: -0.8280 -1.7967 0.1238
H: -0.5409 2.6365 1.0827
H: 1.0619 1.7254 1.0552
H: -0.1911 1.2371 2.0209
H: -1.6991 0.8783 -0.0258
H: 0.1984 0.1687 -2.0676
H: 1.9639 -1.0122 0.9241
H: 1.4351 -1.5799 -0.6721
H: 2.0375 0.1260 -0.3699
H: -1.7801 -2.0138 0.6395
H: -0.2003 -2.7342 0.1809
H: -1.1465 -1.7480 -0.9918

Atoms 1-2, force components in eV/Å:
1.3 -1.1 0.9
1.0 -1.6 1.4



One molecule with the formula C5H11NO. Source: the OMol25 dataset; level of theory: the ωB97M-V functional and the def2-TZVPD basis.

Output
* structure (SMILES): CNCCCC=O
* HOMO-LUMO gap: 0.34601 Ha
* E_tot: -327.04868 a.u.
* E_LUMO: 0.0374 Eh

Positions of all 18 atoms, in Å:
C: 0.0782 -2.6774 -1.9478
N: 0.4398 -1.6049 -0.9626
C: -0.5350 -0.6495 -0.5050
C: -0.4413 -0.4420 1.0028
C: 0.3911 0.8184 1.4133
C: -0.2467 2.0775 0.8617
O: 0.3657 3.0423 0.4730
H: -0.7832 -3.2080 -1.5217
H: -0.2444 -2.2998 -2.9406
H: 1.0021 -3.1714 -2.2555
H: 1.3665 -1.2165 -1.0072
H: -1.5272 -0.9708 -0.7956
H: -0.2146 0.3616 -0.9280
H: -1.4696 -0.2743 1.4165
H: -0.0793 -1.3701 1.4422
H: 1.4262 0.8750 1.0446
H: 0.5541 0.9113 2.5715
H: -1.3084 2.1142 1.0237

Atoms 1-2, force components in eV/Å:
0.2 2.4 0.0
-0.1 -1.5 -0.5



A 2-piece molecular cluster, C5H11NO overall. Source: the OMol25 dataset; level of theory: the ωB97M-V functional and the def2-TZVPD basis.

Output
* spin multiplicity: 2
* HOMO-LUMO gap (alpha / beta): 0.31983 / 0.21666 Ha
* net charge: +1
* E_tot: -326.70560 a.u.
* E_LUMO (alpha / beta): -0.1714 / -0.2746 Eh

Positions of all 18 atoms, in Å:
C: 1.0415 -1.3349 -2.0317
N: 0.6580 -1.4571 -0.5996
C: 1.1615 -0.4547 0.2570
C: 2.1379 0.4481 -0.0191
C: 1.3278 -0.1188 2.8235
C: 0.7597 -0.6864 1.7168
H: 0.9020 -0.2286 -2.2581
H: 0.2505 -1.8342 -2.6823
H: 2.0911 -1.6395 -2.6121
H: -0.2267 -1.9632 -0.4506
H: 2.9510 0.3767 -0.7195
H: 2.4059 1.3211 0.6700
H: 2.0684 0.6062 2.6712
H: 0.8013 -0.1977 3.8285
H: 0.0688 -1.5390 1.9760
H: -5.9322 3.2108 -0.1759
H: -6.3523 2.3105 -1.3165
O: -6.1142 3.1807 -1.0778

Atoms 1-2, force components in eV/Å:
-0.4 0.9 -3.2
2.5 2.7 -0.5



A 2-piece molecular cluster, C5H11NO overall. Source: the OMol25 dataset; level of theory: the ωB97M-V functional and the def2-TZVPD basis.

Output
* spin multiplicity: 2
* HOMO-LUMO gap (alpha / beta): 0.32854 / 0.18620 Ha
* net charge: +1
* E_tot: -326.77189 a.u.
* E_LUMO (alpha / beta): -0.1657 / -0.3077 Eh

Positions of all 18 atoms, in Å:
C: 1.7427 -0.0786 0.4525
C: 1.2144 0.0780 -0.8261
C: 0.5248 -0.9777 -1.5879
C: 2.4467 0.9752 1.1729
H: 1.5613 -0.9950 1.0075
H: 1.2654 1.0543 -1.3011
H: -0.4280 -0.5742 -1.9461
H: 1.1618 -1.3203 -2.4088
H: 0.2161 -1.8030 -0.9463
H: 2.3866 1.9696 0.7293
H: 3.5196 0.7870 1.3310
H: 2.0784 1.0690 2.2032
C: -2.6066 -0.5336 0.5651
N: -3.4294 0.4492 0.1192
O: -2.0909 -1.3851 -0.1285
H: -2.4558 -0.5307 1.6560
H: -3.6458 1.1690 0.7774
H: -3.4614 0.6469 -0.8693

Atoms 1-2, force components in eV/Å:
0.3 0.3 1.1
-0.7 -0.4 -1.1



A 2-piece molecular cluster, C5H11NO overall. Source: the OMol25 dataset; level of theory: the ωB97M-V functional and the def2-TZVPD basis.

Output
* spin multiplicity: 2
* HOMO-LUMO gap (alpha / beta): 0.31872 / 0.24621 Ha
* net charge: +1
* E_tot: -326.66331 a.u.
* E_LUMO (alpha / beta): -0.2058 / -0.2782 Eh

Positions of all 18 atoms, in Å:
C: 1.8874 -0.3867 -0.1509
C: 0.6960 -1.2730 -0.6575
C: -0.6145 -0.5518 -0.2818
C: -0.9136 -0.3625 1.0466
C: -2.6142 -0.7550 -1.6015
N: -1.4938 -0.1750 -1.2924
H: 1.6772 0.5358 -0.5735
H: 2.2049 -0.2010 0.9032
H: 2.7030 -0.6286 -0.7338
H: 0.7012 -2.4354 -0.4437
H: 0.7198 -1.1311 -1.7814
H: -0.0446 -0.7980 1.6663
H: -1.8328 -0.1246 1.5702
H: -3.5011 -0.1770 -1.4787
H: -2.8880 -1.7836 -1.9538
H: 0.6876 3.6435 2.5957
H: 1.3569 3.5323 1.1850
O: 1.2687 3.0717 1.9819

Atoms 1-2, force components in eV/Å:
-0.9 -1.0 0.9
0.1 0.8 -0.7



A 2-piece molecular cluster, C5H11NO overall. Source: the OMol25 dataset; level of theory: the ωB97M-V functional and the def2-TZVPD basis.

Output
* spin multiplicity: 2
* HOMO-LUMO gap (alpha / beta): 0.33884 / 0.24527 Ha
* net charge: +1
* E_tot: -326.75732 a.u.
* E_LUMO (alpha / beta): -0.1693 / -0.2672 Eh

Positions of all 18 atoms, in Å:
N: 1.1627 2.0692 -3.4327
C: 0.6687 1.1895 -2.5318
C: 0.2215 1.4745 -1.2624
C: 0.2555 0.4631 -0.2494
C: -0.6634 0.5316 0.7577
C: -0.8696 -0.4706 1.8294
H: 2.1801 1.9632 -3.4794
H: 1.0493 3.0329 -3.1186
H: 0.9112 0.1677 -2.7935
H: -0.0939 2.4244 -0.8376
H: 1.0824 -0.2409 -0.1985
H: -1.2146 1.4675 0.8424
H: -0.0362 -0.3681 2.5390
H: -1.7136 -0.2016 2.4595
H: -0.9762 -1.4825 1.4469
H: -0.1948 -3.5445 3.1237
H: -1.1610 -4.1127 2.0788
O: -0.6079 -4.3625 2.8265

Atoms 1-2, force components in eV/Å:
0.3 1.2 1.4
1.6 0.0 -0.2